Entry 1:
Molecular formula: C26H28CoFNOP2
Method: DFT, ωB97M-V/def2-TZVPD

Last column: Mulliken spin population.
CARTESIAN COORDINATES (ANGSTROEM)
1 C -1.6610 2.9459 -3.7598  0.1250
2 C -1.2503 1.7123 -3.2557  0.0732
3 C 0.0800 1.2961 -3.5908  0.1167
4 C 1.0874 2.3104 -3.8422  -0.0112
5 C 0.6529 3.6450 -4.0316  0.1560
6 C -0.7054 3.9134 -4.1488  0.0216
7 C 2.4230 1.8870 -3.8483  0.4477
8 C 2.7539 0.5609 -3.5311  0.0110
9 C 1.6507 -0.3570 -3.3255  0.0797
10 C 1.9120 -1.6354 -2.7276  0.0734
11 C 3.1986 -2.1533 -2.8720  0.1237
12 C 4.2789 -1.2972 -3.1853  0.0190
13 C 4.0706 0.0659 -3.3581  0.1388
14 H -2.7312 3.1745 -3.8092  0.0096
15 H 1.4123 4.4228 -4.1246  0.0028
16 H -1.0525 4.8816 -4.5151  0.0054
17 H 3.2084 2.5882 -4.1027  0.0070
18 H 3.3721 -3.2198 -2.6897  0.0128
19 H 5.2831 -1.7194 -3.2684  0.0052
20 H 4.8942 0.7798 -3.4104  -0.0006
21 N 0.4163 -0.0012 -3.7485  0.5393
22 Co -0.6662 -0.3275 0.7920  1.5155
23 C -2.1509 0.7985 -2.4505  0.0021
24 H -2.0893 -0.2176 -2.8658  0.0070
25 H -3.1692 1.2083 -2.5187  0.0049
26 C 0.7861 -2.3888 -2.0475  -0.0010
27 H -0.0890 -2.3743 -2.7115  0.0049
28 H 1.1459 -3.4166 -1.8947  0.0057
29 P -1.9202 0.6437 -0.5727  0.0925
30 P 0.1782 -1.8836 -0.3342  0.1184
31 C 1.4400 -2.6834 0.7137  0.0389
32 H 1.2580 -2.4075 1.7613  -0.0111
33 H 1.3485 -3.7710 0.5949  0.0044
34 H 2.4349 -2.3369 0.4099  0.0004
35 C -1.2357 -3.0475 -0.1416  -0.0032
36 H -0.8203 -4.0577 -0.0450  0.0002
37 H -1.8042 -2.7957 0.7672  0.0017
38 H -1.8920 -2.9804 -1.0199  0.0028
39 C -2.4377 2.3139 -0.0659  0.0203
40 H -3.4970 2.4269 -0.3338  0.0011
41 H -2.3170 2.3994 1.0220  0.0000
42 H -1.8156 3.0602 -0.5750  -0.0056
43 C -3.3918 -0.3436 -0.0728  0.0039
44 H -3.3412 -0.5368 1.0120  0.0032
45 H -4.2714 0.2708 -0.2951  0.0011
46 H -3.4189 -1.2949 -0.6210  0.0020
47 C -0.8066 -0.2251 2.4768  -0.0483
48 O -0.8580 -0.1479 3.6393  0.1156
49 H 0.4573 0.6070 0.5711  -0.1023
50 F 4.5777 3.9553 0.7878  -0.0008
51 C 3.5177 3.0992 0.6430  -0.0034
52 C 3.7701 1.7282 0.6193  0.0090
53 C 2.6719 0.8698 0.4746  -0.0001
54 C 1.3740 1.3742 0.5099  0.2627
55 C 1.1498 2.7525 0.5061  0.0017
56 C 2.2322 3.6400 0.6176  0.0052
57 H 4.7815 1.3369 0.6782  0.0016
58 H 2.8410 -0.1975 0.3205  -0.0036
59 H 0.1386 3.1539 0.3843  -0.0042
60 H 2.0705 4.7142 0.6739  0.0006

Atoms 1-2, force components in eV/Å:
0.42 1.40 0.18
1.27 -1.09 -0.21

Results
net charge: +1
2S+1: 5
energy relative to the best compared isomer or geometry (same formula, charge and spin): 0.0 kcal per mole
⟨S²⟩: 6.053
E_HOMO (spin up / spin down): -8.715 / -11.127 eV



Entry 2:
Molecular formula: C4H8O3
Method: DFT, ωB97M-V/def2-TZVPD

Last column: natural (NBO) charge in e.
CARTESIAN COORDINATES (ANGSTROEM)
1 O 2.2968 -0.1197 0.4114  -0.7127
2 C 1.1125 -0.8323 0.1681  -0.0837
3 C 0.2319 -0.0898 -0.8198  0.0145
4 C 0.1833 1.3686 -0.8151  -0.1188
5 O 0.9664 0.6608 -1.7813  -0.5087
6 H 2.5658 0.2245 -0.4558  0.4796
7 H 0.5977 -0.9468 1.1301  0.1726
8 H 1.3171 -1.8440 -0.2176  0.1667
9 H -0.6236 -0.6330 -1.2219  0.2021
10 H 0.7629 1.9151 -0.0731  0.1931
11 H -0.6938 1.8744 -1.2144  0.1947
12 C -2.1791 -0.3971 1.2289  0.2747
13 O -2.6994 0.0493 0.2387  -0.4962
14 H -2.1486 0.1620 2.1833  0.1151
15 H -1.6898 -1.3920 1.2385  0.1069

Atoms 1-2, force components in eV/Å:
0.17 0.04 -0.15
-0.25 -0.15 0.01

Results
net charge: 0
2S+1: 1
energy relative to the best compared isomer or geometry (same formula, charge and spin): 76.7 kcal per mole
E_HOMO: -10.376 eV



Entry 3:
Molecular formula: C31H30GaN4O5S
Method: DFT, ωB97M-V/def2-TZVPD

Last column: Löwdin charge in e.
CARTESIAN COORDINATES (ANGSTROEM)
1 Ga 0.1343 0.2797 0.0901  0.4672
2 C 3.6389 -1.4390 0.5419  0.0347
3 C 2.3578 -1.8221 1.1842  -0.2888
4 N 1.2268 -1.1319 1.1474  0.1135
5 C 0.2896 -1.8283 1.8804  -0.1099
6 C 0.8686 -2.9552 2.3769  -0.0409
7 N 2.1621 -2.9254 1.9235  0.2138
8 C 0.4128 -4.0953 3.2293  -0.4748
9 O -0.8119 -4.0282 3.6870  0.1689
10 O 1.1847 -4.9922 3.4449  0.1373
11 C -1.0947 -1.2971 1.9650  -0.5009
12 O -1.9205 -1.8070 2.6987  0.1167
13 O -1.3000 -0.2662 1.1981  -0.0263
14 H 3.5073 -0.5160 -0.0162  0.0860
15 H 3.9802 -2.2223 -0.1353  0.1011
16 H 4.4151 -1.2925 1.2937  0.1002
17 H 2.8286 -3.6569 2.1340  0.1900
18 H -1.3019 -3.2169 3.3959  0.0810
19 C -0.7853 5.4110 2.7407  -0.1026
20 C -2.1798 4.7925 2.7789  -0.2241
21 C -2.2590 3.4380 2.0752  -0.1756
22 N -1.9425 3.5546 0.6512  0.0710
23 C -0.8563 3.1443 0.0438  -0.6896
24 S 0.4892 2.4746 0.9212  0.8121
25 N -0.7210 3.2763 -1.2933  0.1263
26 C -1.6288 3.6805 -2.3256  -0.3684
27 O -1.1458 4.2160 -3.2848  0.1542
28 C -3.0637 3.3455 -2.1887  -0.1700
29 C -3.9768 4.1672 -2.8524  -0.0024
30 C -5.3222 3.8444 -2.8570  -0.0493
31 C -5.7606 2.6979 -2.2076  -0.0503
32 C -4.8519 1.8598 -1.5741  -0.0509
33 C -3.5055 2.1774 -1.5618  -0.0424
34 H -0.7717 6.3277 3.3279  0.0793
35 H -0.4763 5.6659 1.7250  0.0689
36 H -0.0452 4.7279 3.1599  0.0687
37 H -2.9046 5.4774 2.3305  0.1128
38 H -2.4810 4.6390 3.8159  0.1176
39 H -3.2687 3.0325 2.1509  0.1335
40 H -1.5620 2.7348 2.5224  0.0924
41 H -2.6416 4.0235 0.0887  0.1559
42 H 0.2305 3.2544 -1.6295  0.1296
43 H -3.6123 5.0553 -3.3513  0.1270
44 H -6.0253 4.4738 -3.3852  0.1151
45 H -6.8143 2.4521 -2.2002  0.1147
46 H -5.1913 0.9467 -1.1033  0.1168
47 H -2.8011 1.4929 -1.1049  0.1086
48 C 1.7813 0.8503 -6.8066  -0.0708
49 C 1.0319 -0.2105 -6.3156  -0.0645
50 C 0.7742 -0.3225 -4.9604  -0.0253
51 C 1.2501 0.6429 -4.0684  -0.2127
52 C 2.0390 1.6817 -4.5720  -0.0419
53 C 2.3008 1.7873 -5.9268  -0.0712
54 C 0.9884 0.6414 -2.6231  -0.0931
55 C 0.0674 -0.0002 -1.8863  -0.1758
56 C -1.0135 -0.9202 -2.2963  -0.2782
57 C -1.1034 -2.1741 -1.6864  -0.0499
58 C -2.1182 -3.0572 -2.0150  -0.0610
59 C -3.0809 -2.6875 -2.9429  -0.0716
60 C -3.0159 -1.4355 -3.5375  -0.0649
61 C -1.9961 -0.5536 -3.2177  -0.0567
62 H 1.9691 0.9354 -7.8685  0.1086
63 H 0.6475 -0.9645 -6.9901  0.1096
64 H 0.2211 -1.1723 -4.5921  0.1098
65 H 2.4437 2.4205 -3.8891  0.1103
66 H 2.9184 2.5976 -6.2910  0.1085
67 H 1.6735 1.2939 -2.0792  0.0871
68 H -0.3450 -2.4573 -0.9623  0.1039
69 H -2.1620 -4.0293 -1.5413  0.1110
70 H -3.8897 -3.3638 -3.1840  0.1084
71 H -3.7630 -1.1424 -4.2646  0.1108
72 H -1.9486 0.4210 -3.6884  0.1218

Atoms 1-2, force components in eV/Å:
0.27 -0.12 -0.32
0.04 -0.11 0.03

Results
net charge: +1
2S+1: 1
energy relative to the best compared isomer or geometry (same formula, charge and spin): 3.4 kcal per mole
E_HOMO: -10.833 eV



Entry 4:
Molecular formula: C3H15NO3
Method: DFT, ωB97M-V/def2-TZVPD

Last column: natural (NBO) charge in e.
CARTESIAN COORDINATES (ANGSTROEM)
1 C 0.7847 -1.7856 0.4093  -0.6173
2 C 0.3703 -0.3319 0.7122  -0.0589
3 C -0.9737 -0.3953 1.4296  -0.6352
4 N 1.4304 0.3713 1.4075  -0.8562
5 H 0.3452 -1.9864 -0.5670  0.2111
6 H 1.8611 -1.8800 0.4775  0.2166
7 H 0.4307 -2.5516 1.1022  0.2029
8 H 0.2657 0.1788 -0.2498  0.1819
9 H -1.4822 0.5327 1.6807  0.2048
10 H -1.7410 -0.9112 0.8491  0.2374
11 H -0.7683 -1.0527 2.2829  0.1919
12 H 1.8012 -0.1405 2.1966  0.3626
13 H 1.2234 1.3230 1.6576  0.3464
14 O -0.4524 0.9916 -2.3922  -0.9716
15 H -0.4973 1.1751 -3.3218  0.4898
16 H -0.5261 1.7921 -1.8562  0.5086
17 O 1.0795 2.8007 -0.5805  -0.9439
18 H 1.6955 2.1326 -0.8923  0.4864
19 H 0.7144 2.4793 0.2274  0.4649
20 O -2.1870 -0.7457 -1.4122  -0.9708
21 H -1.9757 -1.6867 -1.3798  0.4572
22 H -1.3987 -0.3094 -1.7809  0.4913

Atoms 1-2, force components in eV/Å:
-0.08 0.48 0.05
-0.56 -0.19 -0.15

Results
net charge: 0
2S+1: 1
energy relative to the best compared isomer or geometry (same formula, charge and spin): 21.8 kcal per mole
E_HOMO: -9.251 eV



Entry 5:
Molecular formula: C23H35BNO2
Method: DFT, ωB97M-V/def2-TZVPD

Last column: natural (NBO) charge in e.
CARTESIAN COORDINATES (ANGSTROEM)
1 C -4.6988 -2.6830 5.5941  -0.2650
2 O -4.8442 -1.3636 5.0227  -0.4607
3 C -3.8082 -0.8654 4.2907  0.4046
4 C -3.9431 0.4722 3.8493  -0.2721
5 C -2.8954 1.0815 3.2053  -0.0958
6 C -1.6816 0.3927 2.9245  -0.2035
7 C -0.6369 1.0450 2.1918  0.0519
8 C 0.5104 0.4131 1.7063  -0.3138
9 C 1.6791 1.0571 1.3033  0.0765
10 C 2.9641 0.3968 1.3093  -0.1933
11 C 4.1662 1.0832 1.6592  -0.1031
12 C 5.3768 0.4264 1.7232  -0.2663
13 C 5.4368 -0.9561 1.4118  0.3979
14 O 6.6759 -1.5129 1.3432  -0.4625
15 C 6.7763 -2.8938 0.9138  -0.2644
16 C 4.2510 -1.6717 1.0959  -0.3357
17 C 3.0494 -0.9922 1.0445  -0.0446
18 C -1.5620 -0.9431 3.4056  -0.0422
19 C -2.6019 -1.5800 4.0448  -0.3356
20 H -5.6390 -2.8414 6.1234  0.2231
21 H -4.5659 -3.4439 4.8084  0.1895
22 H -3.8534 -2.7277 6.2934  0.1921
23 H -4.8717 0.9935 4.0627  0.2503
24 H -2.9955 2.1083 2.8572  0.2268
25 H -0.7131 2.1331 2.0910  0.2229
26 H 0.5057 -0.6831 1.7005  0.2120
27 H 1.6735 2.1453 1.1816  0.2274
28 H 4.1032 2.1358 1.9332  0.2285
29 H 6.2978 0.9373 1.9958  0.2506
30 H 7.8473 -3.0938 0.9066  0.2219
31 H 6.2703 -3.5683 1.6141  0.1887
32 H 6.3559 -3.0271 -0.0966  0.1926
33 H 4.3078 -2.7429 0.8720  0.2392
34 H 2.1439 -1.5552 0.8070  0.2082
35 H -0.6304 -1.4952 3.2544  0.2113
36 H -2.5087 -2.6091 4.4082  0.2404
37 C -1.3418 2.4076 -5.7173  -0.6340
38 C -1.4723 1.0511 -5.0510  -0.2033
39 N -1.1128 1.0019 -3.5667  -0.3797
40 C -1.9689 1.9924 -2.8055  -0.2093
41 C -1.6491 2.0725 -1.3160  -0.6390
42 C -1.3563 -0.4039 -3.0612  -0.2070
43 C -0.5893 -1.4627 -3.8474  -0.6385
44 B 0.4689 1.3590 -3.2389  -0.2115
45 H 0.7937 1.1391 -2.0153  -0.0693
46 H -1.5336 2.2685 -6.7891  0.2303
47 H -2.0783 3.1402 -5.3782  0.2084
48 H -0.3390 2.8189 -5.6312  0.2408
49 H -2.5000 0.6796 -5.1666  0.1962
50 H -0.8107 0.3356 -5.5555  0.2262
51 H -1.7751 2.9673 -3.2631  0.2284
52 H -3.0279 1.7550 -2.9596  0.1978
53 H -2.1741 2.9375 -0.8984  0.2207
54 H -1.9722 1.1932 -0.7531  0.1982
55 H -0.5902 2.2376 -1.1135  0.2434
56 H -1.0296 -0.4136 -2.0187  0.2149
57 H -2.4336 -0.6128 -3.0958  0.1956
58 H -0.6446 -2.4033 -3.2867  0.2198
59 H -1.0161 -1.6650 -4.8302  0.2125
60 H 0.4694 -1.2376 -3.9630  0.2469
61 H 1.1453 0.7410 -4.0179  -0.0429
62 H 0.5961 2.5294 -3.5123  -0.0433

Atoms 1-2, force components in eV/Å:
-0.12 0.10 -0.21
1.23 0.11 -0.79

Results
net charge: +1
2S+1: 1
E_HOMO: -11.051 eV